No. 1
C5H6O2 in the gas phase, computed with ωB97M-V/def2-TZVPD.

Each line ends with the Mulliken charge.
Cartesian coordinates (Å):
1 O -1.72 -1.60 0.80  -0.572
2 C -0.98 -0.79 0.30  0.348
3 C -1.44 0.44 -0.48  -0.297
4 O -0.27 1.06 -1.00  -0.408
5 C 0.88 0.32 -0.69  -0.074
6 C 1.31 0.38 0.72  -0.649
7 C 0.51 -0.82 0.24  -0.126
8 H -1.98 1.11 0.19  0.238
9 H -2.11 0.17 -1.31  0.265
10 H 1.58 0.27 -1.52  0.368
11 H 0.86 1.09 1.41  0.230
12 H 2.35 0.11 0.91  0.258
13 H 1.02 -1.75 0.43  0.419

Properties
* HOMO: -9.64 eV
* Kohn-Sham gap: 0.386 Ha
* LUMO: 0.87 eV

=====

No. 2
2 unconnected molecules or ions with the total composition C15H24N2O4, computed with ωB97M-V/def2-TZVPD.

Each line ends with the Mulliken charge.
Cartesian coordinates (Å):
1 C 3.80 0.31 1.11  0.118
2 C 3.17 1.69 0.88  0.410
3 C 4.06 -0.41 -0.23  -1.320
4 C 2.79 -0.71 -1.00  0.506
5 C 2.23 0.25 -1.84  -0.256
6 C 2.15 -1.94 -0.85  -0.219
7 C 1.04 -0.01 -2.52  -0.758
8 C 0.97 -2.20 -1.53  -0.622
9 C 0.41 -1.24 -2.37  -0.408
10 C -3.18 0.34 -0.30  0.360
11 C -4.47 1.14 -0.39  0.224
12 C -3.07 -0.28 1.10  -1.681
13 C -1.79 -1.10 1.33  1.441
14 C -1.65 -2.23 0.31  -1.051
15 C -1.79 -1.65 2.76  -1.780
16 H 2.08 -0.62 1.57  0.139
17 H 2.86 -0.05 2.86  0.319
18 H 4.78 0.48 1.59  0.406
19 H 4.74 0.19 -0.86  0.525
20 H 4.58 -1.34 0.01  0.348
21 H 2.71 1.22 -1.96  0.382
22 H 2.58 -2.69 -0.19  0.322
23 H 0.61 0.75 -3.17  0.412
24 H 0.48 -3.17 -1.41  0.577
25 H -0.52 -1.45 -2.90  0.443
26 H 4.76 2.17 -0.08  0.371
27 H -2.10 1.51 -1.55  0.276
28 H -1.99 1.94 0.00  0.254
29 H -3.26 -0.47 -1.03  0.381
30 H -3.11 0.53 1.85  0.481
31 H -3.95 -0.91 1.28  0.364
32 H -0.94 -0.43 1.21  0.066
33 H -2.54 -2.88 0.32  0.264
34 H -1.51 -1.84 -0.70  -0.115
35 H -0.78 -2.85 0.54  0.461
36 H -2.62 -2.35 2.91  0.358
37 H -1.88 -0.85 3.50  0.409
38 H -0.86 -2.20 2.97  0.421
39 H -6.33 0.97 -0.35  0.346
40 N 3.01 -0.53 1.98  -0.646
41 N -2.01 1.13 -0.61  -0.483
42 O 2.09 2.01 1.31  -0.541
43 O 3.91 2.57 0.16  -0.499
44 O -4.53 2.34 -0.53  -0.574
45 O -5.57 0.37 -0.30  -0.430

Properties
* HOMO: -9.20 eV
* Kohn-Sham gap: 0.357 Ha
* LUMO: 0.53 eV

=====

No. 3
11 unconnected molecules or ions with the total composition C5H35N2O11 in a non-equilibrium geometry, computed with ωB97M-V/def2-TZVPD.

Each line ends with the Mulliken charge.
Cartesian coordinates (Å):
1 N 1.49 0.03 0.74  -0.028
2 C 0.01 -0.42 0.39  1.730
3 C -0.83 -0.39 1.77  0.297
4 C -0.57 -1.50 2.78  -1.389
5 O -0.48 0.84 2.43  -0.560
6 C 0.10 -1.74 -0.27  -1.399
7 N -0.31 -1.73 -1.72  0.119
8 C -0.47 -2.99 -2.31  -0.963
9 H 1.90 -0.35 1.66  0.435
10 H 1.47 1.04 0.83  0.297
11 H 2.19 -0.21 0.04  0.303
12 H -0.32 0.44 -0.32  -1.004
13 H -1.89 -0.31 1.42  0.465
14 H -1.55 -1.98 2.84  0.382
15 H -0.26 -1.14 3.79  0.333
16 H 0.16 -2.27 2.34  0.260
17 H -0.76 1.71 1.92  0.258
18 H -0.32 -2.67 0.17  0.313
19 H 1.19 -1.99 -0.26  0.485
20 H -1.17 -1.25 -1.57  -0.001
21 H -1.04 -2.84 -3.32  0.328
22 H 0.39 -3.35 -2.72  0.396
23 H -1.09 -3.75 -1.78  0.310
24 H 0.99 1.19 -2.46  0.216
25 H 1.47 2.48 -2.09  0.344
26 O 0.65 2.02 -2.28  -0.618
27 H -2.80 0.71 -1.64  0.205
28 H -3.71 -0.43 -1.68  0.230
29 O -2.90 -0.24 -1.35  -0.617
30 H 3.24 0.61 -2.34  0.243
31 H 4.42 0.26 -1.62  0.255
32 O 3.51 0.37 -1.45  -0.549
33 H 2.67 0.01 3.78  0.321
34 H 3.57 -0.80 2.95  0.272
35 O 2.65 -0.59 3.03  -0.593
36 H 0.50 1.19 3.96  0.410
37 H 1.34 2.08 3.53  0.334
38 O 1.30 1.44 4.32  -0.742
39 H -2.06 3.76 2.30  0.247
40 H -2.61 3.02 1.03  0.278
41 O -1.87 3.25 1.53  -0.575
42 H 2.05 -0.79 -4.27  0.289
43 H 1.01 -1.05 -3.20  0.270
44 O 1.74 -0.44 -3.42  -0.653
45 H -1.67 2.44 -2.88  0.306
46 H -0.93 2.16 -1.51  0.402
47 O -1.81 2.12 -1.92  -0.768
48 H -3.78 -3.10 -0.21  0.347
49 H -3.15 -1.94 -0.75  0.331
50 O -2.93 -2.82 -0.53  -0.518
51 H -0.24 3.50 0.49  0.318
52 H 0.93 3.38 -0.50  0.274
53 O 0.59 3.01 0.36  -0.625

Properties
* HOMO: -11.96 eV
* charge: +1
* Kohn-Sham gap: 0.348 Ha
* LUMO: -2.50 eV

=====

No. 4
A molecular structure, C14H24Br2IrN4S, computed with ωB97M-V/def2-TZVPD.

Each line ends with the Mulliken charge.
Cartesian coordinates (Å):
1 Ir 0.64 -1.37 -0.88  0.716
2 Br -0.08 -3.77 -1.75  -0.041
3 C 1.73 -4.13 -2.40  -0.369
4 Br 2.81 -2.54 -2.15  -0.075
5 H 1.67 -4.35 -3.46  0.389
6 H 2.15 -4.94 -1.81  0.383
7 N -1.15 1.82 -1.23  -0.174
8 C -0.75 1.42 -2.42  0.496
9 S 0.12 0.01 -2.78  -0.271
10 N -0.97 2.23 -3.52  -0.107
11 C -1.87 3.24 -3.75  0.794
12 C -1.60 4.07 -4.89  -0.343
13 C -2.43 5.10 -5.19  -0.680
14 C -3.57 5.33 -4.39  -0.364
15 C -3.87 4.48 -3.30  -0.676
16 C -3.04 3.45 -2.97  -0.208
17 H -0.95 1.24 -0.43  0.057
18 H -1.46 2.77 -1.06  0.364
19 H -0.35 2.02 -4.29  0.269
20 H -0.71 3.88 -5.48  0.381
21 H -2.23 5.75 -6.03  0.448
22 H -4.24 6.15 -4.63  0.442
23 H -4.78 4.65 -2.74  0.436
24 H -3.31 2.76 -2.19  0.594
25 C 0.33 -3.30 4.93  -0.987
26 C 0.64 -1.86 4.56  -0.767
27 N 1.35 -1.76 3.26  0.183
28 C 2.81 -1.97 3.34  -1.141
29 C 3.57 -0.65 3.35  -0.945
30 C 0.73 -1.55 2.13  1.329
31 C -0.76 -1.38 2.10  -1.482
32 N 1.39 -1.49 0.96  -0.719
33 H -0.16 -3.32 5.90  0.396
34 H 1.24 -3.90 5.00  0.350
35 H -0.34 -3.77 4.20  0.269
36 H 1.29 -1.39 5.29  0.363
37 H -0.27 -1.25 4.51  0.418
38 H 3.13 -2.63 2.53  0.613
39 H 2.99 -2.52 4.26  0.387
40 H 3.39 -0.06 2.45  0.288
41 H 4.64 -0.84 3.43  0.398
42 H 3.28 -0.04 4.21  0.335
43 H -1.05 -0.47 2.62  0.354
44 H -1.26 -2.21 2.58  0.326
45 H -1.11 -1.32 1.07  0.320
46 H 2.40 -1.59 1.06  0.251

Properties
* multiplicity: 5
* HOMO (alpha / beta): -17.25 / -17.92 eV
* charge: +3
* Kohn-Sham gap (alpha / beta): 0.296 / 0.205 Ha
* LUMO (alpha / beta): -9.20 / -12.35 eV

=====

No. 5
F2H3N2OP in the gas phase in a non-equilibrium geometry, computed with ωB97M-V/def2-TZVPD.

Each line ends with the Mulliken charge.
Cartesian coordinates (Å):
1 N -0.93 -0.07 0.72  -0.261
2 N 0.11 -0.37 -0.24  -0.190
3 O -2.21 0.25 0.11  -0.415
4 F 2.16 1.08 0.11  -0.285
5 F 2.38 -1.10 -1.20  -0.246
6 P 1.77 -0.54 0.24  0.479
7 H -0.62 0.85 1.07  0.278
8 H -2.79 -0.51 0.20  0.346
9 H 0.13 0.41 -1.01  0.295

Properties
* HOMO: -10.12 eV
* Kohn-Sham gap: 0.406 Ha
* LUMO: 0.92 eV

=====

No. 6
9 unconnected molecules or ions with the total composition H18O9 in a non-equilibrium geometry, computed with ωB97M-V/def2-TZVPD.

Each line ends with the Mulliken charge.
Cartesian coordinates (Å):
1 H 0.41 -0.27 -1.90  0.312
2 H -0.60 0.10 -0.81  0.248
3 H -2.82 1.55 1.18  0.307
4 H -4.19 1.58 1.37  0.271
5 H 2.71 -2.26 -1.01  0.308
6 H 1.90 -1.63 0.15  0.323
7 H -3.64 -0.19 -1.05  0.305
8 H -2.77 -0.55 -2.39  0.257
9 H 4.29 0.59 -1.51  0.313
10 H 5.24 0.73 -0.33  0.318
11 H 3.05 0.30 0.46  0.295
12 H 2.01 1.38 -0.21  0.269
13 H -1.47 2.82 -0.17  0.290
14 H -0.15 3.29 0.33  0.338
15 H 1.21 -1.55 3.70  0.328
16 H -0.17 -1.79 3.11  0.309
17 H -2.87 -2.83 -1.29  0.290
18 H -2.80 -3.16 0.17  0.307
19 O -0.24 -0.68 -1.20  -0.612
20 O -3.61 1.97 0.79  -0.586
21 O 2.76 -1.73 -0.19  -0.624
22 O -2.75 -0.12 -1.56  -0.532
23 O 4.75 1.29 -1.03  -0.625
24 O 2.70 1.17 0.52  -0.570
25 O -1.04 3.66 0.01  -0.628
26 O 0.36 -1.04 3.40  -0.639
27 O -2.30 -2.62 -0.55  -0.570

Properties
* HOMO: -10.01 eV
* Kohn-Sham gap: 0.366 Ha
* LUMO: -0.07 eV

=====

No. 7
C4H6O2 in the gas phase, computed with ωB97M-V/def2-TZVPD.

Each line ends with the Mulliken charge.
Cartesian coordinates (Å):
1 O 2.44 -0.57 -0.14  -0.445
2 C 1.67 0.10 0.49  -0.212
3 C 0.24 0.33 0.06  0.407
4 C -0.38 -0.72 -0.84  -1.013
5 C -1.82 0.68 1.22  -0.294
6 O -0.54 0.49 1.28  -0.169
7 H 2.00 0.62 1.41  0.363
8 H 0.20 1.32 -0.40  0.237
9 H 0.17 -1.65 -0.97  0.319
10 H -0.56 -0.28 -1.82  0.305
11 H -1.35 -0.99 -0.42  0.338
12 H -2.07 0.66 0.14  0.164

Properties
* HOMO: -8.91 eV
* Kohn-Sham gap: 0.336 Ha
* LUMO: 0.22 eV

=====

No. 8
C3H4N2OS in the gas phase in a non-equilibrium geometry, computed with ωB97M-V/def2-TZVPD.

Each line ends with the Mulliken charge.
Cartesian coordinates (Å):
1 C -0.78 -0.32 -0.21  0.310
2 C -0.18 -1.48 0.24  -0.472
3 C 0.27 0.86 -0.24  0.444
4 H -2.24 1.11 -0.48  0.142
5 H -0.65 -2.40 0.39  0.396
6 H 2.22 -1.52 0.26  0.270
7 H 0.99 2.78 0.23  0.252
8 N 1.27 -1.23 -0.19  -0.192
9 N 0.06 2.11 0.18  -0.653
10 O 1.48 0.21 -0.11  -0.273
11 S -2.45 -0.11 -0.05  -0.224

Properties
* HOMO: -8.07 eV
* Kohn-Sham gap: 0.308 Ha
* LUMO: 0.31 eV

=====

Let's list relative energy (zero: lowest compared OMol25 entry of this formula, charge and spin) in order: 1.508 0.093 3.914 0.000 3.262 4.641 4.252 4.776 eV.